No. 1
Computed, not measured: a structure of composition C23H36Cl4I3NO8PS2 in a non-equilibrium geometry, with ωB97M-V/def2-TZVPD.

Geometry as XYZ:
```
78
Properties=species:S:1:pos:R:3:lowdin_charge:R:1
C 2.84708 -1.69105 -3.94781 -0.154
C 1.31734 -1.48407 -3.59349 -0.336
C 0.64903 -0.62919 -2.41313 -0.486
Cl -1.12849 -0.90148 -3.04959 0.667
C 0.90405 -0.79679 -0.80934 -0.239
C 1.75452 -2.17202 -0.70960 -0.142
C 1.24816 -3.62318 -1.18000 -0.179
O 2.41824 -4.44539 -1.64264 -0.140
C 2.01004 -5.85110 -1.47562 -0.125
O 2.14202 -6.52798 -0.30471 -0.033
C 2.06001 0.37542 -0.44010 -0.602
C 3.16012 0.63794 -1.64695 -0.291
S 3.46453 -0.19836 0.73977 0.653
C 1.57051 1.68209 0.36313 -0.971
I 3.50193 2.52148 1.14133 0.968
I 1.61985 3.31337 -1.23265 0.970
N 0.38582 1.74161 1.22676 -0.382
S 0.19998 3.52796 1.02895 0.595
C 0.32740 1.79675 2.70884 -0.544
Cl -0.60372 3.33689 3.41112 0.582
C 1.49439 1.84597 3.82211 -0.677
C 2.54567 0.60438 4.00270 -0.153
Cl 2.25776 3.56489 4.14523 0.460
C -0.81815 0.98485 0.55576 -0.185
C -2.22437 1.09893 1.40168 -0.164
C -3.14803 2.33366 1.64136 -0.347
C -3.12481 3.82126 1.07694 -0.634
I -5.09398 4.74177 1.65564 0.729
C -1.35027 1.67717 -0.81753 -0.197
O -2.68480 1.35420 -1.32714 -0.136
C -3.24125 2.33126 -2.25005 -0.291
C -4.90684 2.50295 -2.16620 -0.002
O -2.60909 3.07450 -3.15764 0.001
C -0.40050 -0.64894 0.24095 -0.184
C 0.03743 -1.31403 1.71886 -0.154
C 0.24844 -2.81099 2.09963 -0.564
O 1.43564 -3.08274 2.74258 -0.119
Cl -0.68840 -4.39846 2.14335 0.706
P -1.86642 -1.81273 0.03399 0.771
O -3.14072 -1.38613 -0.86305 -0.423
O -2.78441 -2.13428 1.53712 -0.247
O -1.66313 -3.35539 -0.65270 -0.227
H 2.90315 -2.13653 -5.05814 0.109
H 3.54044 -0.72089 -4.01820 0.086
H 3.43349 -2.51120 -3.30675 0.089
H 0.78170 -2.54263 -3.76342 0.114
H 0.93394 -0.93082 -4.59818 0.128
H 0.74934 0.50596 -2.80961 0.103
H 2.80114 -2.07112 -1.28130 0.122
H 2.17182 -2.48120 0.36655 0.106
H 0.80631 -4.25261 -0.26493 0.104
H 0.46376 -3.71416 -2.02340 0.117
H 1.60424 -6.42367 -2.43991 0.177
H 3.99251 1.43493 -1.40770 0.048
H 3.86638 -0.31381 -1.82938 0.094
H 2.79755 0.95718 -2.69073 0.058
H 3.06021 -1.05988 1.71877 -0.097
H 1.21079 4.24236 1.60029 -0.069
H -0.32357 0.92751 3.23452 0.145
H 0.90033 1.79913 4.88716 0.127
H 2.10967 -0.45655 3.79990 0.076
H 3.57693 0.69790 3.47725 0.035
H 2.83253 0.57865 5.16715 0.120
H -2.20301 0.52651 2.45913 0.134
H -3.03618 0.35805 0.91498 0.121
H -3.20763 2.53143 2.83062 0.103
H -4.31437 2.06876 1.47165 0.098
H -3.12141 4.01127 -0.06876 0.041
H -2.37666 4.59556 1.59181 0.029
H -1.46762 2.86549 -0.82613 0.100
H -0.69757 1.56607 -1.77131 0.075
H -5.36986 2.21103 -3.20940 0.106
H -5.23512 3.55784 -1.78281 0.085
H -5.36791 1.72131 -1.38985 0.100
H -0.76024 -1.00164 2.55413 0.140
H 0.98305 -0.69033 1.98713 0.083
H -3.63585 -1.62344 1.55267 0.086
H -2.52488 -3.83151 -0.83169 0.130
```

As for the calculated total energy: -5425.0986 Eh. The value obtained for the strongest force on any atom is 12.34 eV Å⁻¹. The lowest unoccupied orbital energy is -0.1831 Eh. The net charge is +1. As for the orbital gap: 5.734 eV.

No. 2
Computed, not measured: a structure of composition C23H36ClN4O3PS5TeTl in a non-equilibrium geometry, with ωB97M-V/def2-TZVPD.

Geometry as XYZ:
```
75
Properties=species:S:1:pos:R:3:lowdin_charge:R:1
Tl 0.54718 0.94400 0.23001 0.729
N 0.46740 3.40075 1.53967 -0.060
C -0.84639 3.96642 1.23253 -0.300
C -0.89549 4.52098 -0.19693 -0.275
N -0.61908 3.49111 -1.19754 -0.031
H 0.43877 2.95230 2.45151 -0.021
H 1.16524 4.13561 1.57488 0.081
H -1.12116 4.77588 1.91860 0.099
H -1.58181 3.16337 1.34393 0.101
H -0.13085 5.29802 -0.28341 0.108
H -1.86996 4.99648 -0.35771 0.104
H -0.15568 3.86915 -2.01252 0.065
H -1.46529 3.03587 -1.51412 0.042
C -1.81653 -3.64845 -0.67723 -0.522
C -2.92035 -2.68675 -0.25013 -0.502
S -2.37421 -0.95768 0.02885 0.809
C -3.18828 -0.07407 -1.34216 -0.533
C -2.65435 -0.34112 -2.74018 -0.531
S -0.96517 0.30795 -3.00414 0.779
C -0.05086 -1.20633 -3.43040 -0.528
C 0.00521 -2.25920 -2.33527 -0.529
S -1.35385 -3.48200 -2.43005 0.868
H -2.17696 -4.67277 -0.57136 0.070
H -0.91963 -3.53522 -0.06762 0.069
H -3.33478 -3.01191 0.70636 0.067
H -3.71389 -2.66277 -0.99722 0.071
H -3.06132 0.97748 -1.07493 0.058
H -4.25373 -0.31201 -1.30427 0.076
H -3.30187 0.14154 -3.47588 0.068
H -2.62197 -1.40738 -2.94323 0.012
H 0.95730 -0.84433 -3.63169 0.055
H -0.47186 -1.61257 -4.35139 0.071
H -0.02990 -1.79962 -1.34972 0.025
H 0.92454 -2.82998 -2.43215 0.047
S 3.12995 -0.64549 1.23032 0.552
C 3.11837 -1.76489 -0.00900 -1.044
S 3.62769 -1.36790 -1.67728 0.961
C 2.73706 -3.09844 0.13477 -0.410
C 2.96578 -4.07389 -0.86698 -0.303
N 3.14408 -4.88773 -1.66683 0.141
C 2.03719 -3.55485 1.27840 -0.244
N 1.41083 -3.96915 2.15459 0.165
Cl 6.32817 -0.07663 -5.35929 0.655
C 5.33360 0.29835 -3.98599 -0.686
C 4.16594 1.12422 -4.22619 -0.107
C 3.53245 1.68191 -3.18447 -0.055
C 3.96306 1.41987 -1.81921 -0.341
C 3.68745 2.26518 -0.82151 0.047
C 4.74913 0.15556 -1.62473 -0.462
C 5.67473 -0.11429 -2.76288 -0.163
H 3.86019 1.31731 -5.24497 0.099
H 2.70978 2.37016 -3.33679 0.116
H 3.12649 3.17426 -1.00814 0.069
H 4.05016 2.09412 0.18079 0.057
H 5.23016 0.10098 -0.65106 0.099
H 6.53649 -0.74366 -2.59250 0.112
C -4.70644 1.13424 2.79215 -0.077
C -3.61231 0.70175 3.75104 -0.343
O -2.38714 0.63184 3.03747 -0.348
P -0.95130 0.86855 3.79658 0.045
O 0.04493 0.74157 2.68669 -0.558
Te -1.01921 2.80405 5.10436 0.326
O -0.82811 -0.41803 4.77854 -0.306
C -0.30744 -1.64878 4.24288 -0.273
C -1.37771 -2.45198 3.52204 -0.081
H -5.67799 1.09976 3.28686 0.071
H -4.71487 0.47045 1.92575 0.057
H -4.51769 2.15099 2.44422 0.073
H -3.84493 -0.28036 4.17924 0.114
H -3.52134 1.41885 4.57337 0.038
H 0.08551 -2.20340 5.09581 0.117
H 0.51373 -1.43109 3.55841 0.089
H -2.19147 -2.70232 4.20616 0.075
H -0.93621 -3.36537 3.12312 0.048
H -1.77917 -1.85839 2.69918 0.034
```

As for the calculated total energy: -4575.9027 Eh. The value obtained for the strongest force on any atom is 1.15 eV Å⁻¹. The calculation puts the energy relative to the best compared isomer or geometry (same formula, charge and spin) at 1.583 eV. The lowest unoccupied orbital energy is 0.0638 Eh. The net charge is -1. As for the orbital gap: 6.459 eV.

No. 3
Computed, not measured: a structure of composition C23H36F5GaN4O2PS in a non-equilibrium geometry, with ωB97M-V/def2-TZVPD.

Geometry as XYZ:
```
73
Properties=species:S:1:pos:R:3:lowdin_charge:R:1
C 2.69845 -3.04262 1.59917 -0.399
P 1.70224 -1.95776 2.72820 0.731
C 2.83880 -0.74399 3.55256 -0.401
Ga -0.09312 -0.88899 1.61705 0.296
C -0.17582 1.07782 2.08527 -0.266
C 1.16322 1.86098 2.06034 -0.293
C 0.95615 3.22564 1.41713 -0.274
N -0.08992 3.94268 2.20979 -0.004
C -1.77380 -1.88738 2.17609 -0.258
C -2.69664 -1.02987 3.05627 -0.278
C -4.04536 -0.74803 2.36507 -0.182
C -4.61367 0.63956 2.70726 -0.203
N -5.06954 1.42932 1.55091 0.000
C -4.05857 1.67392 0.59246 -0.587
N -3.07402 2.42182 0.80154 0.142
N -4.21137 1.07176 -0.64968 0.123
S 0.02505 -1.33009 -0.69940 0.637
O -1.20517 -0.91765 -1.36615 -0.411
O 0.25129 -2.76041 -0.84461 -0.401
C 1.44695 -0.49110 -1.61603 -0.767
F 0.98229 0.35458 -2.49993 0.132
F 2.10228 -1.40979 -2.30861 0.110
F 2.30872 0.07180 -0.83037 0.159
H 3.23661 -2.52767 0.80904 0.018
H 2.01443 -3.78287 1.21331 0.005
H 3.40550 -3.59133 2.21299 0.012
H 3.52369 -0.23710 2.87979 0.014
H 3.47382 -1.31441 4.22699 0.005
H 2.30584 -0.03432 4.16671 0.010
H -0.61525 1.24937 3.05601 0.037
H -0.84661 1.55109 1.37220 0.011
H 1.42244 2.06927 3.09411 0.087
H 1.99940 1.30212 1.64469 0.068
H 0.54909 3.15195 0.41502 0.087
H 1.84085 3.85882 1.41086 0.099
H 0.25520 4.82924 2.54560 0.046
H -0.91458 4.06814 1.64027 0.039
H -2.32130 -2.11165 1.26556 0.030
H -1.50852 -2.82633 2.64146 0.035
H -2.27257 -0.07663 3.35632 0.061
H -2.87330 -1.57849 3.97745 0.097
H -4.74497 -1.49225 2.73046 0.100
H -3.94300 -0.90475 1.29789 0.088
H -3.93892 1.25349 3.29234 0.102
H -5.48797 0.48381 3.32999 0.103
H -5.90351 1.02831 1.14472 0.103
H -3.15175 2.78869 1.74976 0.054
H -4.95046 0.38376 -0.63750 0.074
H -3.34246 0.63951 -0.95128 0.078
F 2.34696 5.64272 -1.51043 0.051
C 1.36949 5.25556 -2.35514 -0.286
C 0.71304 6.21156 -3.10417 -0.028
C -0.29205 5.81001 -3.97368 -0.094
C -0.62996 4.46742 -4.07699 -0.095
C 0.04202 3.52327 -3.31254 -0.067
C 1.04898 3.91664 -2.44810 -0.016
H 0.98658 7.25389 -3.00346 0.112
H -0.81180 6.54762 -4.57115 0.099
H -1.41564 4.15730 -4.75327 0.099
H -0.22114 2.47661 -3.38446 0.102
H 1.58336 3.19054 -1.84927 0.110
F 3.45518 -6.16573 -0.41065 0.052
C 3.08872 -5.87812 -1.67701 -0.277
C 3.27358 -6.83492 -2.65641 -0.034
C 2.89303 -6.54414 -3.95780 -0.104
C 2.34433 -5.30532 -4.26046 -0.101
C 2.17166 -4.35615 -3.26069 -0.068
C 2.54187 -4.64169 -1.95542 -0.003
H 3.70893 -7.79184 -2.39789 0.109
H 3.02427 -7.28562 -4.73566 0.096
H 2.04966 -5.07949 -5.27758 0.095
H 1.74624 -3.39177 -3.49417 0.096
H 2.40253 -3.92031 -1.16266 0.082
```

As for the calculated total energy: -4431.1967 Eh. The value obtained for the strongest force on any atom is 2.15 eV Å⁻¹. The lowest unoccupied orbital energy is 0.1005 Eh. The net charge is -1. As for the orbital gap: 6.722 eV.

- Look up the calculated total energy of the third one.
  -4431.1967 Eh

- Among the records above, which one has the highest net charge?
  C23H36Cl4I3NO8PS2